Entry a
Density functional theory data (the ωB97M-V functional and the def2-TZVPD basis) for a cluster of 10 separate species, C36H100N8O10 in total.

The multiplicity is 1. The structure (SMILES) is COC[C@H](C)N.COC[C@H](C)N.COC[C@H](C)N.COC[C@H](C)N.COC[C@H](C)N.COC[C@H](C)N.COC[C@H](C)N.COC[C@H](C)N.CCO.CCO. The LUMO energy is 0.49 eV. The HOMO energy comes out at -8.8 eV. For the gap between HOMO and LUMO, the calculation gives 9.24 eV.

Each line ends with the Mulliken charge.
Geometry (Å):
C -1.315 -3.089 -1.924  -0.44
O -0.141 -2.774 -1.218  0.74
C -0.019 -1.383 -0.959  0.07
C 1.016 -1.141 0.161  0.46
C 0.687 -1.798 1.517  -1.49
N 1.111 0.291 0.359  0.99
H -1.305 -2.684 -2.943  0.25
H -2.263 -2.852 -1.434  -0.31
H -1.323 -4.175 -2.043  0.22
H 0.261 -0.900 -1.900  -0.52
H -0.947 -0.937 -0.576  0.08
H 2.008 -1.423 -0.197  0.21
H 0.508 -2.851 1.294  0.29
H -0.212 -1.354 1.949  -0.08
H 1.502 -1.679 2.227  0.42
H 0.279 0.784 0.665  -0.21
H 1.466 0.747 -0.473  -0.47
C 2.422 6.282 -2.936  -0.74
O 2.084 4.970 -3.312  -0.44
C 2.492 4.047 -2.320  -0.94
C 2.090 2.594 -2.647  0.43
C 0.596 2.361 -2.489  -0.61
N 2.887 1.578 -1.958  0.27
H 1.998 6.546 -1.961  0.31
H 1.958 6.959 -3.652  0.30
H 3.492 6.506 -2.900  0.28
H 3.575 4.130 -2.154  0.50
H 2.110 4.321 -1.326  0.16
H 2.368 2.553 -3.707  0.56
H 0.237 2.692 -1.514  -0.69
H 0.353 1.302 -2.589  -0.51
H 0.063 2.872 -3.291  1.07
H 3.834 1.622 -2.327  0.56
H 2.970 1.903 -0.990  -0.92
C 1.126 -5.475 -1.246  -0.34
O 2.463 -5.554 -0.857  -0.47
C 2.959 -4.315 -0.359  0.91
C 4.435 -4.530 -0.091  0.36
C 4.621 -5.482 1.090  -1.41
N 5.054 -3.272 0.373  -0.63
H 0.442 -5.274 -0.415  0.25
H 0.827 -6.388 -1.765  0.42
H 0.935 -4.693 -1.988  -0.09
H 2.834 -3.611 -1.191  -0.55
H 2.436 -3.879 0.497  -0.04
H 4.902 -4.856 -1.023  0.31
H 4.303 -6.503 0.883  0.30
H 4.099 -5.138 1.986  0.33
H 5.652 -5.483 1.455  0.40
H 4.918 -2.488 -0.255  0.15
H 6.043 -3.407 0.526  0.26
C 5.840 5.731 0.389  -0.79
O 5.025 4.707 0.883  -0.30
C 5.440 3.400 0.511  -0.97
C 4.587 2.389 1.240  0.51
C 4.964 0.985 0.818  -1.56
N 3.154 2.624 1.015  -0.24
H 5.745 5.880 -0.690  0.28
H 6.886 5.566 0.674  0.33
H 5.639 6.705 0.838  0.27
H 5.394 3.287 -0.580  0.24
H 6.505 3.281 0.742  0.56
H 4.865 2.504 2.296  0.49
H 4.344 0.239 1.317  0.32
H 6.010 0.745 1.026  0.56
H 4.895 0.780 -0.255  0.21
H 2.976 3.494 1.502  0.23
H 2.641 1.807 1.331  -0.15
C 0.490 -0.731 -6.523  -0.69
O 1.735 -1.127 -6.006  -0.45
C 1.804 -1.052 -4.585  0.74
C 3.212 -1.380 -4.102  0.18
C 3.671 -2.810 -4.410  -1.51
N 3.241 -1.202 -2.655  -0.15
H -0.274 -1.481 -6.290  0.28
H 0.574 -0.590 -7.598  0.30
H 0.063 0.203 -6.134  0.22
H 1.447 -0.039 -4.357  -0.22
H 1.039 -1.726 -4.165  -0.16
H 3.863 -0.657 -4.600  0.44
H 4.713 -3.033 -4.192  0.36
H 3.568 -3.017 -5.478  0.38
H 3.001 -3.458 -3.841  0.20
H 2.542 -1.716 -2.131  -0.62
H 3.050 -0.218 -2.387  0.57
C -0.890 3.476 1.506  -0.97
O -1.185 2.534 0.487  0.54
C -2.520 2.449 0.009  -0.27
C -3.058 3.708 -0.654  0.64
C -4.536 3.553 -0.948  -1.35
N -2.312 4.037 -1.856  -0.62
H 0.120 3.338 1.888  -0.07
H -1.524 3.214 2.363  0.43
H -1.075 4.481 1.129  0.35
H -2.563 1.618 -0.696  0.09
H -3.138 2.184 0.873  -0.17
H -2.922 4.528 0.068  0.13
H -4.756 2.642 -1.509  0.27
H -4.907 4.363 -1.580  0.46
H -5.133 3.553 -0.036  0.14
H -1.330 3.905 -1.651  0.14
H -2.474 4.960 -2.228  0.27
C -4.254 -1.212 -0.304  -0.66
O -4.828 -0.011 0.177  -0.12
C -5.576 -0.186 1.369  -0.65
C -6.060 1.188 1.823  1.49
C -6.531 1.241 3.262  -1.58
N -7.113 1.669 0.882  -0.79
H -3.771 -1.009 -1.257  0.35
H -5.053 -1.955 -0.392  0.38
H -3.499 -1.619 0.379  0.11
H -6.439 -0.859 1.279  0.46
H -4.953 -0.683 2.122  -0.05
H -5.224 1.893 1.765  -0.50
H -5.788 0.824 3.952  0.31
H -7.430 0.658 3.466  0.38
H -6.655 2.260 3.630  0.38
H -6.868 1.140 0.049  0.30
H -7.038 2.646 0.636  0.37
C -1.822 0.460 3.693  -0.47
O -1.611 1.470 4.653  -0.39
C -0.261 1.850 4.883  -0.12
C -0.172 3.096 5.792  0.45
C 1.266 3.402 6.140  -1.49
N -0.947 2.939 7.030  -0.76
H -2.785 -0.048 3.680  0.17
H -1.107 -0.336 3.936  0.40
H -1.630 0.877 2.698  0.05
H 0.358 0.994 5.171  0.45
H 0.068 2.172 3.884  -0.23
H -0.588 3.942 5.239  0.22
H 1.861 3.618 5.243  0.30
H 1.780 2.550 6.591  0.37
H 1.412 4.314 6.716  0.38
H -0.444 2.272 7.609  0.30
H -1.788 2.459 6.712  0.32
C -2.449 -4.225 1.740  -0.45
C -3.408 -3.937 2.854  -0.03
O -2.801 -3.931 4.139  -0.55
H -2.798 -3.928 0.746  -0.08
H -2.285 -5.295 1.584  0.45
H -1.498 -3.716 1.898  0.14
H -4.275 -4.596 2.739  0.43
H -3.830 -2.931 2.755  -0.24
H -2.843 -4.823 4.496  0.31
C -4.045 -5.954 -2.134  -0.97
C -5.220 -5.068 -1.851  -0.02
O -5.678 -5.237 -0.518  -0.52
H -4.225 -7.007 -1.914  0.37
H -3.109 -5.672 -1.651  0.03
H -3.835 -5.937 -3.207  0.36
H -6.044 -5.238 -2.554  0.43
H -4.964 -4.008 -2.001  0.07
H -6.538 -4.814 -0.449  0.30

---

Entry b
Density functional theory data (the ωB97M-V functional and the def2-TZVPD basis) for a cluster of 10 separate species, C36H100N8O10 in total.

The multiplicity is 1. The structure (SMILES) is COC[C@H](C)N.COC[C@H](C)N.COC[C@H](C)N.COC[C@H](C)N.COC[C@H](C)N.COC[C@H](C)N.COC[C@H](C)N.COC[C@H](C)N.CCO.CCO. The LUMO energy is 0.59 eV. The HOMO energy comes out at -8.6 eV. For the gap between HOMO and LUMO, the calculation gives 9.15 eV.

Each line ends with the Mulliken charge.
Geometry (Å):
C 6.458 2.992 0.781  -0.73
O 5.437 3.746 1.397  -0.41
C 4.131 3.300 1.130  -0.32
C 3.147 4.027 2.026  0.56
C 3.260 3.697 3.507  -1.60
N 1.759 3.794 1.633  -0.46
H 7.356 3.606 0.849  0.27
H 6.227 2.794 -0.268  0.32
H 6.659 2.079 1.351  0.25
H 3.884 3.551 0.087  0.38
H 4.004 2.210 1.173  0.21
H 3.390 5.097 1.985  0.22
H 2.575 4.275 4.125  0.40
H 4.257 4.024 3.830  0.51
H 3.255 2.642 3.795  0.17
H 1.127 3.969 2.406  -0.07
H 1.434 4.405 0.885  0.07
C -1.566 1.230 6.069  -0.81
O -0.797 1.374 4.878  0.02
C -0.205 2.643 4.685  -0.34
C -1.202 3.715 4.230  0.39
C -2.008 3.261 3.030  -1.51
N -0.429 4.922 3.810  -0.55
H -1.836 0.177 6.003  0.22
H -2.449 1.871 6.052  0.31
H -1.016 1.384 7.001  0.30
H 0.312 2.970 5.598  0.40
H 0.626 2.538 3.987  -0.39
H -1.892 3.917 5.054  0.39
H -2.748 4.005 2.735  0.54
H -2.402 2.246 3.124  0.41
H -1.382 3.081 2.144  0.20
H -1.046 5.442 3.191  0.19
H -0.420 5.515 4.640  0.29
C 1.056 -8.357 -2.100  -0.89
O 1.247 -6.977 -1.976  -0.30
C 1.890 -6.631 -0.759  -1.12
C 1.842 -5.129 -0.581  2.17
C 2.703 -4.447 -1.642  -1.76
N 2.351 -4.745 0.749  -0.45
H 0.303 -8.747 -1.413  0.31
H 1.979 -8.951 -2.030  0.34
H 0.783 -8.597 -3.131  0.27
H 1.349 -7.069 0.090  0.33
H 2.915 -7.011 -0.799  0.45
H 0.835 -4.707 -0.657  -0.97
H 2.420 -4.901 -2.600  0.35
H 3.773 -4.647 -1.587  0.38
H 2.493 -3.384 -1.754  0.26
H 2.133 -5.433 1.464  0.28
H 1.931 -3.899 1.115  0.09
C -3.882 -1.486 0.418  -0.64
O -3.820 -0.106 0.144  -0.49
C -2.575 0.257 -0.384  0.39
C -2.580 1.729 -0.857  0.06
C -3.457 1.960 -2.087  -1.44
N -1.198 2.126 -1.134  1.93
H -4.080 -1.997 -0.536  0.34
H -4.712 -1.758 1.068  0.29
H -2.962 -1.904 0.839  0.23
H -1.747 0.137 0.320  -0.05
H -2.354 -0.229 -1.344  -0.21
H -2.949 2.418 -0.088  0.11
H -3.755 3.011 -2.065  0.27
H -4.372 1.369 -2.066  0.46
H -2.906 1.775 -3.009  0.05
H -0.493 1.656 -0.537  -0.37
H -0.921 1.810 -2.065  -0.55
C 0.150 -2.074 -2.477  -0.51
O -0.258 -3.326 -1.988  0.12
C -1.568 -3.652 -2.421  -1.00
C -2.075 -4.779 -1.527  2.80
C -1.350 -6.116 -1.713  -0.65
N -3.512 -4.951 -1.798  -0.74
H 1.197 -1.916 -2.213  0.14
H -0.386 -1.286 -1.933  -0.08
H 0.024 -1.858 -3.542  0.38
H -2.217 -2.786 -2.254  0.24
H -1.644 -3.945 -3.474  0.27
H -1.979 -4.430 -0.495  -1.56
H -0.341 -6.108 -1.292  -0.30
H -1.355 -6.351 -2.779  0.31
H -1.835 -6.899 -1.126  0.36
H -3.588 -5.631 -2.549  0.32
H -4.015 -5.356 -1.019  0.28
C -1.635 7.851 -3.677  -0.73
O -1.581 6.460 -3.941  -0.33
C -1.606 5.672 -2.769  -0.21
C -0.287 5.660 -1.976  0.45
C 0.834 4.928 -2.696  -0.89
N -0.446 5.011 -0.661  -0.38
H -0.934 8.170 -2.899  0.29
H -2.612 8.085 -3.235  0.29
H -1.445 8.379 -4.605  0.25
H -2.444 5.912 -2.099  0.47
H -1.835 4.654 -3.101  -0.37
H 0.060 6.689 -1.849  0.36
H 1.767 5.108 -2.167  0.32
H 0.878 5.200 -3.754  0.47
H 0.620 3.856 -2.768  -0.29
H -1.341 5.326 -0.286  0.25
H -0.608 4.011 -0.860  0.02
C 1.333 1.086 -3.545  -0.64
O -0.023 1.266 -3.916  0.03
C -0.072 2.045 -5.115  -1.07
C -1.521 2.272 -5.523  1.63
C -2.290 1.005 -5.836  -1.69
N -1.540 3.087 -6.760  -0.80
H 1.954 0.638 -4.325  0.45
H 1.354 0.451 -2.660  -0.20
H 1.808 2.021 -3.229  0.37
H 0.516 2.956 -4.979  0.31
H 0.380 1.442 -5.912  0.26
H -2.056 2.874 -4.779  -0.29
H -1.965 0.179 -5.199  0.15
H -2.059 0.669 -6.849  0.54
H -3.365 1.153 -5.741  0.38
H -1.188 4.034 -6.648  0.28
H -2.532 3.228 -6.939  0.31
C -4.329 -4.338 2.493  -0.66
O -3.315 -3.561 3.075  -0.33
C -2.012 -4.012 2.793  -0.32
C -0.968 -3.177 3.531  0.25
C -1.249 -1.685 3.306  -1.45
N 0.399 -3.414 3.092  -0.27
H -4.184 -5.415 2.590  0.33
H -4.521 -4.040 1.456  0.11
H -5.237 -4.044 3.024  0.25
H -1.940 -5.062 3.106  0.70
H -1.789 -3.993 1.717  -0.32
H -1.049 -3.498 4.576  0.14
H -0.856 -1.381 2.338  -0.22
H -0.702 -1.099 4.049  0.52
H -2.300 -1.463 3.477  0.67
H 1.039 -2.692 3.400  0.10
H 0.801 -4.294 3.387  0.32
C 1.122 -0.957 0.686  -0.31
C 1.264 0.444 1.254  0.31
O 1.258 1.394 0.190  -0.14
H 1.361 -1.685 1.468  -0.74
H 1.931 -1.151 -0.026  0.72
H 0.167 -1.181 0.220  -0.33
H 2.179 0.564 1.842  0.48
H 0.412 0.662 1.913  -0.07
H 1.369 2.271 0.638  -0.17
C 4.880 -1.464 3.303  -1.37
C 4.073 -2.717 3.115  0.67
O 3.488 -3.053 4.392  -0.60
H 5.736 -1.641 3.953  0.41
H 4.286 -0.679 3.773  0.23
H 5.214 -1.117 2.323  0.35
H 4.710 -3.570 2.863  0.31
H 3.272 -2.639 2.376  -0.22
H 2.984 -3.864 4.275  0.30

---

entry b has the most favorable energy; the next structure is 2.0 kcal/mol above.

---

Entry a
Density functional theory data (the ωB97M-V functional and the def2-TZVPD basis) for a cluster of 2 separate species, C4H10S in total.

The multiplicity is 1. The LUMO energy is -1.33 eV. The HOMO energy comes out at -6.3 eV. For the gap between HOMO and LUMO, the calculation gives 4.93 eV.

Each line ends with the natural charge from an NBO analysis.
Geometry (Å):
C -1.906 0.326 -0.607  -0.69
C -1.488 0.436 0.898  -0.40
C -1.462 -0.969 0.646  -0.01
S 1.291 -0.231 -0.803  -0.70
C 2.095 0.522 0.678  -0.71
H -1.887 1.364 -0.945  0.34
H -1.336 -0.186 -1.393  0.34
H -2.915 -0.043 -0.821  0.23
H -2.307 0.753 1.527  0.24
H -0.574 1.004 0.997  0.29
H -0.518 -1.426 0.312  0.31
H -2.410 -1.446 0.868  0.21
H 2.780 -0.150 1.195  0.19
H 2.625 1.425 0.395  0.20
H 1.311 0.707 1.419  0.15

---

Entry b
Density functional theory data (the ωB97M-V functional and the def2-TZVPD basis) for the molecule C4H10S.

The multiplicity is 1. The structure (SMILES) is CSC(C)C. The LUMO energy is 1.04 eV. The HOMO energy comes out at -8.6 eV. For the gap between HOMO and LUMO, the calculation gives 9.64 eV.

Each line ends with the natural charge from an NBO analysis.
Geometry (Å):
C -0.676 0.188 2.175  -0.73
S 0.631 0.900 1.013  0.16
C 0.478 -0.266 -0.408  -0.32
C -0.959 -0.362 -0.782  -0.61
C 1.382 0.331 -1.427  -0.63
H -0.496 -0.815 2.381  0.21
H -0.346 0.771 3.066  0.23
H -1.696 0.543 2.013  0.22
H 0.809 -1.362 -0.275  0.20
H -1.455 -0.897 0.155  0.21
H -0.933 -1.075 -1.584  0.21
H -1.446 0.510 -1.090  0.21
H 2.432 0.506 -1.101  0.23
H 1.369 -0.178 -2.435  0.21
H 0.906 1.206 -1.701  0.21

---

entry b has the most favorable energy; the next structure is 91.9 kcal/mol above.

---

Entry a
Density functional theory data (the ωB97M-V functional and the def2-TZVPD basis) for a cluster of 2 separate species, C4H10S in total.

The multiplicity is 1. The structure (SMILES) is C=CC.CS. The LUMO energy is 0.90 eV. The HOMO energy comes out at -8.9 eV. For the gap between HOMO and LUMO, the calculation gives 9.85 eV.

Each line ends with the natural charge from an NBO analysis.
Geometry (Å):
C -1.033 -1.145 -1.025  -0.41
C 0.243 -0.894 -1.372  -0.17
C 0.756 0.088 -2.344  -0.66
H -1.246 -1.902 -0.243  0.20
H -1.850 -0.907 -1.781  0.19
H 1.011 -1.161 -0.683  0.18
H 1.716 -0.182 -2.784  0.22
H -0.059 0.252 -3.045  0.21
H 0.862 1.119 -1.910  0.23
C 0.239 0.364 2.593  -0.71
S -0.494 1.701 1.548  -0.07
H -0.211 -0.479 2.189  0.22
H 1.279 0.504 2.599  0.22
H -0.025 0.430 3.679  0.22
H -1.188 2.212 2.579  0.12

---

Entry b
Density functional theory data (the ωB97M-V functional and the def2-TZVPD basis) for a structure of composition C4H10S.

The multiplicity is 1. The LUMO energy is 0.24 eV. The HOMO energy comes out at -8.6 eV. For the gap between HOMO and LUMO, the calculation gives 8.81 eV.

Each line ends with the natural charge from an NBO analysis.
Geometry (Å):
C 0.440 1.428 -0.342  -0.69
C -0.780 -0.667 -1.070  -0.69
C -0.492 -0.145 1.412  -0.69
C -0.037 0.047 0.005  0.28
S 2.188 -0.879 -0.165  -0.35
H -0.397 2.127 -0.403  0.21
H 1.140 1.787 0.410  0.23
H 0.953 1.418 -1.302  0.23
H -0.163 -0.779 -1.957  0.24
H -1.657 -0.075 -1.349  0.22
H -1.123 -1.645 -0.742  0.22
H 0.273 0.172 2.117  0.24
H -1.370 0.488 1.569  0.22
H -0.770 -1.178 1.618  0.22
H 1.794 -2.098 0.199  0.11

---

entry b has the most favorable energy; the next structure is 14.9 kcal/mol above.